1.
C2H6N2O | ωB97M-V/def2-TZVPD

Geometry as XYZ:
```
11
C2H6N2O, DFT ωB97M-V/def2-TZVPD
H 1.327 1.373 1.529
N -0.248 0.078 0.969
C -0.223 -0.684 -0.350
H -1.338 -0.657 -2.024
N -1.247 -0.109 -1.176
H 1.090 0.103 -0.517
H 1.752 -0.372 1.108
H -1.223 0.899 -1.263
O -0.005 -1.887 -0.342
C 1.059 0.456 1.006
H -0.945 0.801 1.060
```

maximum force: 4.55 eV/A
energy above the lowest of the compared OMol25 structures with the same formula, charge and spin: 4.430 eV
highest occupied orbital energy: -8.61 eV
total energy: -7195.357 eV
lowest unoccupied orbital energy: -0.12 eV

2.
C4H4CeO6 | ωB97M-V/def2-TZVPD

Geometry as XYZ:
```
15
C4H4CeO6, DFT ωB97M-V/def2-TZVPD
C 1.121 1.949 1.082
H -0.662 -1.336 1.289
C 0.076 -1.830 -0.227
O 1.955 1.730 0.175
H -0.323 -2.818 -0.507
O 0.246 1.250 1.574
C -3.117 -0.220 -0.343
O -4.206 -0.365 0.387
O -2.223 -1.178 -0.054
H -4.217 -1.219 0.841
C -0.904 -0.789 0.230
H -0.708 0.089 -0.411
Ce 3.173 -0.113 -0.475
O 1.169 -1.504 -0.742
O -2.989 0.633 -1.176
```

expectation value of S²: 2.01
maximum force: 6.26 eV/A
energy above the lowest of the compared OMol25 structures with the same formula, charge and spin: 2.965 eV
highest occupied orbital energy (spin up / spin down): -15.64 / -16.87 eV
multiplicity: 3
total charge: +2
total energy: -29404.583 eV
lowest unoccupied orbital energy (spin up / spin down): -10.64 / -9.51 eV

3.
C8H12N2O4S | ωB97M-V/def2-TZVPD

Geometry as XYZ:
```
27
C8H12N2O4S, DFT ωB97M-V/def2-TZVPD
C 0.804 -1.277 0.098
H 0.078 -3.339 -0.634
H -3.744 -0.596 0.279
H -3.179 -0.854 -1.385
H 2.609 -2.429 -0.359
O -1.471 -2.250 -0.280
H 0.553 2.737 0.991
C -0.136 -2.486 0.120
H 4.656 1.482 0.177
H -2.306 1.053 -1.603
O 1.104 2.398 0.318
H 3.744 2.302 -0.973
S -1.309 0.740 0.712
H -2.057 -2.301 0.481
C 0.402 0.068 0.350
H 3.420 2.438 0.774
O -1.933 -0.373 1.518
N 3.015 -0.557 -0.293
N -3.614 -0.280 -0.704
C -2.893 0.884 -0.741
H -3.980 1.630 0.532
C 1.407 1.036 0.206
C 3.716 1.821 0.021
O -3.516 2.016 -0.259
H -0.243 -3.041 1.011
C 2.722 0.687 -0.163
C 2.151 -1.508 -0.193
```

maximum force: 4.73 eV/A
energy above the lowest of the compared OMol25 structures with the same formula, charge and spin: 2.423 eV
highest occupied orbital energy: -8.20 eV
total energy: -30492.594 eV
lowest unoccupied orbital energy: 0.09 eV

4.
C3H6ClNO | ωB97M-V/def2-TZVPD

Geometry as XYZ:
```
12
C3H6ClNO, DFT ωB97M-V/def2-TZVPD
C 1.827 1.360 0.589
N 0.848 -0.151 -1.863
C 0.850 -0.383 -0.644
Cl -1.591 -1.369 -0.428
H 2.671 1.304 1.307
H -3.290 -0.220 0.807
O 1.186 -0.015 0.506
H 0.913 2.028 0.875
H 2.181 1.562 -0.425
H 0.544 -0.838 -2.561
H -3.075 -2.043 1.336
C -3.064 -1.235 0.502
```

maximum force: 4.23 eV/A
energy above the lowest of the compared OMol25 structures with the same formula, charge and spin: 5.923 eV
highest occupied orbital energy (spin up / spin down): -8.70 / -6.74 eV
total energy: -19262.843 eV
lowest unoccupied orbital energy (spin up / spin down): 0.72 / -0.24 eV